Entry 1:
Formula: C4H7NO
Source: OMol25
Level of theory: ωB97M-V/def2-TZVPD

```
13
Properties=species:S:1:pos:R:3:forces:R:3:mulliken_charge:R:1
C 0.466862 1.284625 -0.825704 0.0745 0.0192 0.0182 -1.17
C -0.608744 0.779246 0.065054 -0.0570 -0.0793 -0.1210 -0.18
N -0.903861 -0.517727 0.062558 -0.0463 0.0804 0.1093 -0.07
C -0.309723 -1.550509 -0.539366 0.0419 0.0295 -0.1212 -0.67
C 1.370443 -0.385908 1.813861 -0.4443 -0.3854 1.3002 0.16
O 0.973207 -0.707903 2.831970 0.4946 0.3558 -1.2060 -0.21
H 0.184224 1.247081 -1.891064 0.0268 -0.0481 0.1259 0.30
H 1.381868 0.684431 -0.714380 -0.1324 0.0797 -0.0137 0.32
H 0.716723 2.319826 -0.578100 -0.0785 -0.1432 -0.0571 0.32
H -1.281987 1.424255 0.612577 0.0998 -0.1066 -0.0466 0.43
H -1.674863 -0.775020 0.669978 0.0971 0.0520 -0.0753 0.24
H 0.487241 -1.369103 -1.243771 -0.1045 -0.0087 0.1030 0.27
H -0.700221 -2.538686 -0.351413 0.0285 0.1548 -0.0157 0.25
```
Forces are in eV/Å.

Properties
M   85.11 g mol⁻¹
Charge   0
Energy   -7796.681 eV
Energy relative to the best compared isomer or geometry (same formula, charge and spin)   285.9 kJ/mol
Orbital gap   7.7 eV

=====

Entry 2:
Formula: C5H11N
Source: OMol25
Level of theory: ωB97M-V/def2-TZVPD

```
17
Properties=species:S:1:pos:R:3:forces:R:3:mulliken_charge:R:1
C 1.066532 -0.558042 1.002222 1.2816 0.5818 1.4464 -0.46
C -0.359628 -0.121973 1.012135 -0.5767 2.4583 -0.1954 -0.74
C -1.085668 -0.078927 -0.330454 -0.0594 -0.3343 0.4509 -0.50
C -0.355795 0.816724 -1.270915 0.1784 0.8503 -1.7375 -0.10
C -0.766240 2.015256 -1.729630 -0.9945 -1.3804 1.7760 -0.80
H 0.985564 -2.641364 1.311680 0.9047 1.9426 -2.0886 0.22
H 2.193555 -2.083166 0.097919 -2.4458 0.2396 1.4402 0.21
H 1.667400 0.110501 0.381013 -0.0759 -0.0689 -0.0672 0.40
H 1.518247 -0.495475 2.027110 -0.4861 0.4997 -0.5107 0.26
H -0.524418 0.921546 1.374669 0.9183 -0.4992 0.1447 0.28
H -0.937675 -0.670546 1.692127 -0.7822 -1.3139 1.0155 0.39
H -1.172231 -1.134841 -0.629727 -0.0867 0.5100 -0.6083 0.28
H -2.075692 0.346352 -0.102462 0.1194 -0.3034 -0.3732 0.30
H 0.582912 0.471036 -1.691531 0.1694 -0.2758 0.2700 0.30
H -1.742549 2.318518 -1.325261 0.3464 0.4010 -0.4588 0.21
H -0.210614 2.684403 -2.357360 0.1785 -0.0344 -0.2261 0.30
N 1.216300 -1.900003 0.538464 1.4107 -3.2731 -0.2777 -0.56
```
Forces are in eV/Å.

Properties
M   85.15 g mol⁻¹
Charge   0
Energy   -6852.147 eV
Energy relative to the best compared isomer or geometry (same formula, charge and spin)   133.3 kJ/mol
Orbital gap   10.1 eV

=====

Entry 3:
Formula: C2H10NO2
Source: OMol25
Level of theory: ωB97M-V/def2-TZVPD

```
15
Properties=species:S:1:pos:R:3:forces:R:3:mulliken_charge:R:1
C 0.663819 -0.381856 -1.022745 0.4128 1.1033 0.0527 -0.22
C 1.973206 -0.068986 -0.967683 -0.8982 -1.6417 -1.6737 -0.61
N -0.279459 -0.187775 0.083829 0.2443 -2.2085 0.8783 -0.31
H 0.205425 -0.802406 -1.910834 -0.3424 1.1967 -0.3533 0.36
H 2.281917 0.196828 -1.977920 0.6035 -0.8479 -0.0207 0.27
H 2.722169 -0.587437 -0.374291 0.0240 1.6149 1.2587 0.32
H -1.234412 -0.114524 -0.259842 0.0335 0.1138 -0.3033 0.37
H -0.100992 0.674129 0.608295 0.3052 -0.0134 -0.0007 0.34
H -0.358543 -1.103144 0.686771 -0.1919 1.7044 -0.1963 0.47
H -2.059570 -2.053707 1.928220 -0.1515 0.1974 0.1055 0.32
H -0.994982 -3.021899 1.454531 0.0241 -0.1980 -0.0804 0.34
O -1.377178 -2.159278 1.257752 -0.0255 -0.7780 0.3180 -0.65
H -1.241554 3.115892 0.044160 -0.0261 -0.0694 0.2183 0.33
H 0.176146 3.596131 0.034258 0.1742 -0.2339 0.2426 0.33
O -0.375992 2.898031 0.415497 -0.1860 0.0603 -0.4458 -0.65
```
Forces are in eV/Å.

Properties
M   80.11 g mol⁻¹
Charge   +1
Energy   -7812.823 eV
Energy relative to the best compared isomer or geometry (same formula, charge and spin)   211.1 kJ/mol
Orbital gap   9.9 eV

=====

Entry 4:
Formula: C19H26ClF3N2O5S
Source: OMol25
Level of theory: ωB97M-V/def2-TZVPD

```
57
Properties=species:S:1:pos:R:3:forces:R:3:mulliken_charge:R:1
O -3.302280 -2.176607 2.225541 0.1154 -0.1794 -0.0250 -0.73
S -2.919426 -1.115940 1.347133 -0.6125 0.0097 -0.5663 1.53
O -2.326849 0.059464 1.912761 0.1012 0.2246 -0.1720 -0.73
N -2.039746 -1.753450 0.082406 -0.4543 0.3823 0.8525 0.26
C -1.285448 -0.772722 -0.673190 0.2988 0.5375 -0.0971 -1.57
H -1.891525 0.131676 -0.739709 0.1017 0.0763 -0.1953 0.45
C 0.058831 -0.466296 -0.015065 -0.1866 0.0975 -0.2572 -0.38
N 0.801038 -1.705525 0.164936 0.0468 -0.0795 0.0683 0.54
C 0.059946 -2.599231 1.037998 -0.2267 -0.2014 -0.1565 -0.66
C -1.271830 -2.947346 0.374009 0.1677 -0.4493 0.5138 -1.10
H -1.876868 -3.569013 1.033786 0.1117 -0.1296 -0.1142 0.49
H -1.102104 -3.470704 -0.572025 -0.0217 0.0397 0.0474 0.33
H 0.637641 -3.513134 1.193815 -0.0170 0.0473 0.0448 0.52
H -0.151335 -2.137678 2.019247 0.1027 -0.0659 -0.0145 0.28
C 2.184319 -1.477551 0.573373 0.3569 -0.0281 -0.2601 -1.20
H 2.350595 -0.447937 0.899606 -0.0724 -0.0662 0.0617 0.61
C 3.115513 -1.802247 -0.606886 -0.1329 0.5197 0.2376 0.11
O 2.880949 -3.113184 -1.062964 0.0669 -0.2823 -0.1832 -0.66
H 1.918871 -3.204081 -1.119294 -0.0433 0.0958 -0.0138 0.38
C 2.918753 -0.825595 -1.789675 0.0355 -0.4029 -0.0343 -0.81
O 2.794560 0.537418 -1.462004 -0.0061 0.1285 0.1794 -0.28
C 3.979905 1.271046 -1.279352 0.1047 0.0751 0.3535 -0.84
C 4.586494 1.181712 0.138585 0.1265 -0.1236 -0.4612 0.46
C 5.643433 2.274952 0.348979 -0.1642 -0.2457 0.0372 -0.82
H 6.187467 2.500707 -0.565416 0.0952 0.0165 -0.0395 0.36
C 4.811172 3.460153 0.855026 -0.1071 -0.0392 0.0120 -0.55
H 5.311369 3.980239 1.669053 0.0102 0.0513 -0.0322 0.33
C 3.493172 2.812397 1.324963 -0.1530 0.3444 0.1277 -0.56
H 2.638739 3.186547 0.747311 0.0583 -0.0136 0.0721 0.25
H 3.293524 2.977284 2.386016 -0.0268 0.0423 -0.1075 0.37
O 3.624135 1.414125 1.143650 -0.0148 -0.1573 0.0673 -0.38
H 4.623440 4.177955 0.057813 0.0113 0.0461 0.0277 0.27
H 6.352662 1.953067 1.110712 0.0347 -0.0184 -0.0620 0.32
H 4.978063 0.175920 0.311467 0.0151 0.0735 -0.0234 0.22
H 3.697122 2.309092 -1.477723 0.1365 0.0152 -0.0364 0.32
H 4.742945 0.964522 -2.009231 -0.0281 0.0637 0.0210 0.33
H 3.733035 -0.976137 -2.512328 -0.1018 -0.0111 0.0105 0.38
H 1.973807 -1.087158 -2.277031 0.1091 -0.0930 0.0154 0.25
H 4.156214 -1.786247 -0.268665 -0.0804 0.0472 0.0211 0.44
H 2.444599 -2.144672 1.399079 -0.0235 0.0068 -0.0192 0.50
H 0.641043 0.202419 -0.649073 -0.0618 0.0408 0.0436 0.55
H -0.129703 0.031443 0.949343 0.1187 -0.0156 -0.1053 0.29
H -1.133317 -1.179634 -1.677621 -0.0316 0.0613 0.0398 0.40
C -4.378695 -0.563200 0.436325 0.5438 -0.1153 0.3238 -0.50
C -4.711415 0.775658 0.450071 -0.1031 0.0972 -0.0395 -0.21
C -5.837238 1.210853 -0.238761 -0.0512 -0.0264 -0.0095 -0.15
C -6.629379 0.303485 -0.932596 0.1634 0.2312 0.1551 -0.58
C -6.294875 -1.038173 -0.942309 0.2477 -0.1299 0.1360 -0.60
C -5.163843 -1.472036 -0.258612 -0.2314 0.3185 -0.0897 0.32
Cl -4.728966 -3.118260 -0.265377 -0.3418 -0.7224 -0.3094 -0.16
H -6.901522 -1.752088 -1.475332 -0.0343 -0.0958 -0.0427 0.46
H -7.505119 0.646281 -1.461912 -0.0451 0.0194 -0.0330 0.49
C -6.165716 2.679373 -0.221498 -0.0099 0.2185 -0.0335 0.93
F -5.192066 3.414762 -0.787539 0.2200 -0.0540 -0.0648 -0.25
F -7.293225 2.973554 -0.881278 -0.1950 -0.1970 -0.1413 -0.29
F -6.316547 3.152598 1.024510 0.0462 -0.1066 0.2386 -0.26
H -4.084343 1.457158 1.004924 0.0319 0.1215 0.0319 0.55
```
Forces are in eV/Å.

Properties
M   486.94 g mol⁻¹
Charge   0
Energy   -64852.041 eV
Orbital gap   9.0 eV

=====

Entry 5:
Formula: C20H20N2O4
Source: OMol25
Level of theory: ωB97M-V/def2-TZVPD

```
46
Properties=species:S:1:pos:R:3:forces:R:3:mulliken_charge:R:1
C -3.649128 0.095278 2.262975 0.3790 -0.0575 -0.2129 -1.42
C -2.131718 -0.018497 2.237017 -0.2413 0.3287 0.4956 -0.13
H -1.673601 0.936002 2.513647 -0.0341 -0.2326 0.0174 0.28
H -1.780067 -0.804301 2.908371 0.0011 0.1252 -0.0922 0.32
O -1.662418 -0.398116 0.944863 0.0016 -0.1181 -0.4698 -0.26
C -1.562851 0.590465 0.029571 -0.0952 0.1297 0.3525 0.56
O -1.751170 1.756482 0.292812 -0.0258 -0.0599 -0.0424 -0.66
C -1.265447 0.109460 -1.312328 -0.2046 0.4164 -0.4288 0.37
C -1.663390 0.786822 -2.464258 0.0880 0.0685 0.2165 -1.38
C -1.319253 -0.051231 -3.524512 0.6738 -1.1934 1.0066 0.28
C -0.711471 -1.198698 -2.997012 -0.7285 1.0130 -0.5659 1.22
N -0.709761 -1.118456 -1.641743 -0.3530 -0.0708 -0.1499 0.13
C 0.154555 -1.919223 -0.804928 0.4169 -0.1249 0.0331 -0.97
H -0.181481 -1.858216 0.225880 0.0017 -0.0766 -0.2135 0.55
H 0.131858 -2.949837 -1.165062 0.0461 0.1119 0.0906 0.38
C 1.550540 -1.320333 -1.053346 -0.1783 -0.4639 0.0725 0.65
O 2.148677 -1.573605 -2.079335 -0.0470 -0.1355 -0.1437 -0.65
N 1.966498 -0.359831 -0.189585 0.3334 0.3086 0.0543 0.24
C 1.545505 -0.185080 1.137259 -0.1365 -0.0620 0.5155 -0.03
C 1.413558 -1.284257 1.983943 0.0224 0.0725 0.0347 -0.41
C 1.079954 -1.107071 3.311807 -0.0322 -0.0777 -0.0306 -0.86
C 0.897083 0.172138 3.812260 0.0186 0.0924 0.0751 -0.67
C 1.056287 1.263138 2.978923 0.0437 -0.1729 0.0367 -0.82
C 1.384804 1.108135 1.637588 -0.0482 -0.0734 -0.0373 1.22
C 1.582144 2.325764 0.776957 -0.0258 0.1469 -0.1750 -1.19
C 1.979341 1.988667 -0.661284 0.1262 -0.0252 0.1149 -0.46
C 2.815076 0.711982 -0.683235 0.0820 0.2776 -0.4298 -0.96
H 3.131603 0.451373 -1.693797 0.0098 0.0180 0.1825 0.51
H 3.694668 0.809814 -0.039805 0.0039 -0.0422 -0.0528 0.34
H 2.538612 2.813827 -1.102277 -0.0224 0.0287 -0.0396 0.44
H 1.083548 1.826385 -1.264991 0.0417 -0.0105 -0.0626 0.08
H 0.656621 2.906508 0.774105 0.0462 0.0289 0.0463 0.33
H 2.354592 2.945489 1.242695 -0.0294 0.0047 -0.0112 0.53
H 0.927026 2.262577 3.368869 -0.0178 0.1231 0.0368 0.43
H 0.642103 0.317564 4.851002 -0.0186 0.0152 0.1045 0.39
H 0.981492 -1.965373 3.959320 -0.0054 -0.0811 0.0563 0.42
H 1.603004 -2.274922 1.596972 0.0470 -0.0948 -0.0228 0.56
C -0.354493 -2.006863 -4.100650 0.0225 0.0248 -0.4506 -0.96
C -0.773913 -1.299750 -5.189218 0.3123 -0.6594 0.3168 -0.42
O -1.363457 -0.119630 -4.870741 -0.2364 0.4541 -0.2031 -0.50
H -0.708945 -1.530734 -6.234358 -0.0314 0.0456 -0.1449 0.48
H 0.149911 -2.949863 -4.103158 0.1419 -0.1967 -0.1138 0.44
H -2.153010 1.738820 -2.482225 -0.1271 0.1884 0.1089 0.53
H -3.979272 0.323050 3.272358 -0.0695 0.0235 0.1197 0.43
H -3.970890 0.892871 1.597972 -0.0712 0.0619 -0.0092 0.33
H -4.103324 -0.838724 1.940681 -0.0801 -0.0792 0.0146 0.32
```
Forces are in eV/Å.

Properties
M   352.39 g mol⁻¹
Charge   0
Energy   -32234.774 eV
Energy relative to the best compared isomer or geometry (same formula, charge and spin)   159.0 kJ/mol
Orbital gap   8.5 eV

=====

Entry 6:
Formula: C4H9PS2
Source: OMol25
Level of theory: ωB97M-V/def2-TZVPD

```
16
Properties=species:S:1:pos:R:3:forces:R:3:mulliken_charge:R:1
C 0.561590 -1.333193 0.945132 0.3596 -1.6471 0.5139 -0.85
C -0.603830 2.025801 -0.643631 -1.6711 -2.2054 -0.8428 -1.27
C 0.605591 0.015347 0.439803 -1.8904 -0.8931 -4.9787 0.19
C -0.561147 0.476710 -0.556059 0.6361 1.2513 2.2011 -0.75
P -0.258073 -3.873012 1.852944 2.1845 -0.9843 1.1824 0.17
S -0.631500 -2.370692 0.421605 0.1398 0.4839 -0.4069 0.05
S -1.617856 -4.185976 3.169957 -0.3414 -0.2215 -0.2018 -0.35
H -0.096534 2.284575 -1.537583 -0.1059 0.6561 -1.1600 0.34
H -1.631936 2.366481 -0.550973 0.0579 0.3403 -0.5021 0.30
H -0.055606 2.482048 0.080627 1.4843 1.1851 2.5393 0.42
H 0.349096 0.549461 1.276191 0.6184 1.9790 2.3449 0.34
H 1.546308 0.164663 -0.118479 0.0756 0.4296 1.1508 0.29
H -1.482786 0.039278 -0.209677 -0.5371 0.1752 0.5121 0.46
H -0.525978 0.185707 -1.546829 0.7754 -1.3175 -1.9870 0.43
H 0.544261 -4.966591 1.339216 -1.3743 0.0150 -0.6048 0.10
H 0.978618 -3.389256 2.318828 -0.4113 0.7534 0.2396 0.13
```
Forces are in eV/Å.

Properties
M   152.22 g mol⁻¹
Charge   0
Energy   -35249.523 eV
Energy relative to the best compared isomer or geometry (same formula, charge and spin)   268.1 kJ/mol
Orbital gap   8.1 eV